# 1
A cluster of 7 separate species, C42H43N7O13 in total at a distorted geometry, computed with ωB97M-V with the def2-TZVPD basis set.

SMILES ... O=[N+]([O-])c1ccccc1.O=[N+]([O-])c1ccccc1.O=[N+]([O-])c1ccccc1.O=[N+]([O-])c1ccccc1.O=[N+]([O-])c1ccccc1.O=[N+]([O-])c1ccccc1.C=CCNCCOC
Frontier orbital gap ... 8.0 eV
F_max ... 1.076 eV/Å
HOMO energy ... -8.76 eV
Molar mass ... 853.84 g/mol

Each line ends with the Mulliken charge.
Element x y z (Å)
C (0.18, 2.59, 3.89)  -0.28
N (-8.61, -2.34, -4.21)  1.03
C (-11.72, 0.32, -7.49)  0.07
C (7.67, -6.27, -3.14)  -0.44
C (-6.49, -1.12, -4.43)  -0.21
C (2.63, -2.35, -0.11)  0.42
H (4.18, -7.63, -2.21)  0.44
H (-0.87, 0.57, -0.34)  0.26
H (7.78, 4.14, 9.00)  0.38
H (0.66, 2.80, 2.95)  0.48
O (5.49, 8.21, 8.09)  -0.61
O (-11.10, 2.53, -7.71)  -0.61
N (6.70, 1.63, 3.96)  1.00
H (2.27, -3.19, -1.95)  0.26
H (-2.47, 0.89, 5.16)  0.45
C (-12.90, 0.55, -8.17)  -0.42
H (5.19, 0.28, 2.22)  0.56
O (-9.37, -2.94, -3.48)  -0.61
H (-10.47, -1.10, -6.46)  0.60
H (2.70, -2.45, 0.96)  0.36
O (-9.74, 1.20, -6.70)  -0.60
H (1.58, 3.71, 5.05)  0.42
C (8.54, 5.38, 5.94)  -0.40
H (5.70, 4.10, 4.08)  0.66
C (4.87, 1.30, 2.35)  -0.31
C (6.99, 6.79, 7.07)  0.06
O (-2.49, 0.55, 2.76)  -0.63
H (-4.62, -0.07, -4.49)  0.39
C (2.94, -0.98, -0.66)  -0.89
H (0.60, 0.52, -2.12)  0.26
C (-12.29, -1.97, -7.17)  -0.47
H (0.48, 3.20, 7.21)  0.39
H (-14.71, -0.33, -8.88)  0.37
C (-0.95, 1.80, 3.95)  0.03
O (6.13, 8.69, 6.09)  -0.60
H (-5.65, -1.85, -0.73)  0.36
H (7.40, -4.91, -1.51)  0.45
H (8.65, -5.89, -3.40)  0.37
O (5.49, -4.69, -0.06)  -0.59
C (0.70, 3.09, 5.07)  -0.37
C (5.85, -7.80, -3.54)  -0.44
H (3.76, -0.59, -0.06)  0.14
H (-4.09, -0.53, -2.12)  0.57
C (0.08, 2.81, 6.28)  -0.49
C (-1.07, 2.02, 6.32)  -0.41
O (-1.63, -0.93, -1.46)  -0.42
H (9.15, 3.63, 7.01)  0.39
N (4.98, -5.62, -0.65)  1.05
H (-2.45, -2.73, -1.92)  0.30
C (4.05, 3.94, 2.71)  -0.55
H (-1.44, -2.78, -0.50)  0.41
C (5.54, 2.15, 3.22)  -0.24
C (6.97, -5.72, -2.08)  -0.32
H (-12.05, -2.95, -6.78)  0.42
H (-1.55, 1.80, 7.26)  0.38
C (3.36, 3.10, 1.85)  -0.68
O (3.89, -6.09, -0.38)  -0.60
H (-13.13, 1.53, -8.56)  0.44
C (-1.59, 1.51, 5.14)  -0.41
O (-0.89, 1.48, 1.66)  -0.59
C (7.77, 4.81, 8.15)  -0.42
H (3.22, 1.14, 1.00)  0.08
C (-13.48, -1.76, -7.85)  -0.42
N (6.14, 7.99, 7.08)  1.01
C (5.72, -6.22, -1.76)  0.10
H (0.83, -1.24, -2.02)  0.25
C (6.99, 5.95, 8.17)  -0.36
H (3.74, 4.96, 2.85)  0.45
N (-10.78, 1.44, -7.28)  1.01
H (-0.42, -1.01, 0.24)  0.48
C (5.15, -7.25, -2.48)  -0.35
C (3.76, 1.79, 1.67)  0.30
H (7.65, -7.73, -4.71)  0.37
N (-1.49, 1.24, 2.70)  1.01
C (5.15, 3.46, 3.41)  -0.46
C (-2.16, -2.17, -1.04)  -0.71
C (7.76, 6.52, 5.95)  -0.31
C (-7.07, -2.12, -2.31)  -0.34
H (-6.73, -0.92, -5.46)  0.46
O (7.04, 0.49, 3.77)  -0.60
N (1.82, -0.05, -0.54)  -0.25
H (3.31, -1.04, -1.68)  0.51
O (7.25, 2.40, 4.74)  -0.59
H (1.97, -4.29, -0.48)  0.32
C (2.27, -3.34, -0.89)  -1.17
C (-11.40, -0.93, -6.99)  -0.33
H (6.38, 6.18, 9.04)  0.45
C (8.55, 4.53, 7.03)  -0.47
C (7.11, -7.31, -3.87)  -0.41
H (1.51, -0.02, 0.42)  0.15
C (-0.58, -0.42, -0.66)  -0.59
H (-3.03, -2.02, -0.41)  0.20
C (0.71, -0.32, -1.45)  -0.38
H (2.50, 3.47, 1.31)  0.51
H (-14.18, -2.57, -7.99)  0.37
H (7.75, 7.19, 5.10)  0.46
H (-7.76, -2.69, -1.70)  0.45
C (-7.35, -1.85, -3.63)  0.07
C (-5.01, -0.91, -2.55)  -0.33
H (5.42, -8.61, -4.11)  0.37
C (-13.78, -0.50, -8.35)  -0.40
C (-5.31, -0.65, -3.88)  -0.69
O (-8.82, -2.11, -5.39)  -0.65
C (-5.89, -1.64, -1.77)  -0.53
H (9.15, 5.16, 5.07)  0.41

=====

# 2
A cluster of 10 separate species, C42H44Cl4N8 in total at a distorted geometry, computed with ωB97M-V with the def2-TZVPD basis set.

SMILES ... c1ccncc1.c1ccncc1.c1ccncc1.c1ccncc1.c1ccncc1.c1ccncc1.c1ccncc1.c1ccncc1.ClCCl.ClCCl
Frontier orbital gap ... 9.6 eV
Relative energy (zero: lowest compared OMol25 entry of this formula, charge and spin) ... 4.8601 eV
F_max ... 3.936 eV/Å
HOMO energy ... -9.39 eV
Molar mass ... 802.68 g/mol

Each line ends with the Mulliken charge.
Element x y z (Å)
C (3.90, -1.90, 9.96)  -0.17
H (-7.82, 5.44, -4.79)  0.33
H (2.67, -5.74, -3.92)  0.36
C (-4.18, -1.18, 2.81)  -0.17
C (0.44, -8.40, 4.96)  -0.36
C (-2.02, 0.60, -9.98)  -0.22
C (5.71, -6.65, -5.12)  -0.26
C (4.28, -8.53, -4.42)  -0.11
N (-7.29, 2.41, -3.14)  -0.51
C (-8.02, 3.53, -3.67)  -0.23
H (-0.95, -2.51, -10.56)  0.36
H (-1.45, -0.55, -11.78)  0.34
H (-0.34, -7.35, 1.36)  0.35
C (1.87, -1.40, 8.74)  -0.27
C (-1.56, -0.50, -10.71)  -0.32
H (3.58, 5.98, -2.06)  0.41
N (-0.79, -8.70, 2.93)  -0.56
N (-2.01, 0.71, -8.61)  -0.51
C (4.64, -5.83, -4.80)  -0.32
C (2.40, 4.20, -4.67)  -0.14
C (-1.25, -1.64, -9.99)  -0.22
H (3.79, 2.84, -5.71)  0.34
C (-5.34, 0.15, 4.85)  -0.45
C (-5.24, 3.46, -3.96)  -0.26
C (2.19, -0.63, 11.00)  -0.24
N (3.11, -2.04, 8.83)  -0.53
H (-1.61, 5.63, 0.62)  0.40
Cl (5.96, 4.92, 5.42)  -0.16
C (-1.59, 6.39, 1.39)  -0.29
C (0.70, -6.83, 3.15)  -0.22
H (-5.45, -1.80, 5.86)  0.37
H (0.60, -8.77, 5.96)  0.34
H (-5.77, 0.74, 5.65)  0.33
Cl (2.42, -0.12, 1.34)  -0.15
H (-4.18, 3.45, -4.16)  0.34
C (1.39, -0.69, 9.81)  -0.27
H (3.91, -1.26, 12.06)  0.34
H (1.72, -6.59, 5.05)  0.38
C (-2.47, 8.39, 2.54)  -0.23
C (0.96, -7.16, 4.54)  -0.35
H (-3.83, -1.56, 1.86)  0.39
C (-5.94, 4.64, -4.38)  -0.28
C (-0.54, -9.04, 4.15)  -0.04
C (-4.69, -2.01, 3.87)  -0.45
C (6.00, 3.50, 4.22)  -0.22
H (-2.35, 1.51, -10.47)  0.37
H (1.27, -6.00, 2.76)  0.35
H (1.69, 1.52, -0.13)  0.21
N (4.64, 4.68, -3.12)  -0.57
C (-7.35, 4.60, -4.31)  -0.27
H (5.72, 3.50, -4.43)  0.41
C (5.54, -8.07, -4.92)  -0.33
H (1.32, 5.53, -3.43)  0.37
H (4.87, -2.36, 10.07)  0.33
C (3.45, -6.38, -4.32)  -0.20
H (-3.16, 9.19, 2.75)  0.37
H (0.47, -0.13, 9.84)  0.35
C (-2.55, 7.41, 1.53)  -0.31
H (-1.24, 8.99, 4.21)  0.34
H (-5.35, 5.40, -4.87)  0.37
C (-5.93, 2.40, -3.40)  -0.16
C (-1.24, -1.61, -8.58)  -0.43
C (2.05, 0.50, -0.29)  -0.22
N (-4.37, 0.14, 2.65)  -0.54
C (-1.37, 8.36, 3.34)  -0.27
C (2.30, 5.18, -3.70)  -0.46
Cl (7.55, 3.42, 3.39)  -0.14
H (-3.41, 7.41, 0.88)  0.33
C (3.50, 5.38, -2.96)  -0.18
Cl (0.68, -0.37, -1.00)  -0.15
H (-1.71, -0.27, -6.89)  0.39
N (-0.39, 6.42, 2.16)  -0.46
H (4.68, -4.76, -4.96)  0.34
C (-0.40, 7.36, 3.17)  -0.21
C (-1.69, -0.44, -7.96)  -0.13
H (1.50, 4.06, -5.24)  0.38
H (1.36, -1.47, 7.79)  0.37
C (4.72, 3.83, -4.17)  -0.18
C (-4.93, 0.75, 3.68)  -0.08
H (2.90, 0.66, -0.96)  0.30
H (5.85, 2.59, 4.80)  0.26
C (3.45, -1.23, 11.08)  -0.25
H (-5.34, 1.55, -3.10)  0.34
N (3.33, -7.68, -4.06)  -0.54
H (6.65, -6.28, -5.50)  0.37
H (-0.97, -2.41, -7.90)  0.35
H (-1.04, -9.90, 4.57)  0.35
H (0.56, 7.56, 3.63)  0.34
H (4.14, -9.60, -4.39)  0.35
H (5.30, 3.57, 3.39)  0.26
H (-9.09, 3.60, -3.54)  0.34
C (-5.22, -1.22, 4.98)  -0.15
H (-4.71, -3.09, 3.88)  0.37
H (6.26, -8.75, -5.35)  0.34
C (3.60, 3.58, -4.94)  -0.38
H (1.67, -0.36, 11.90)  0.33
H (-5.00, 1.82, 3.53)  0.39
C (-0.14, -7.65, 2.38)  -0.23

=====

# 3
A structure of composition C42H44F2N3P2Si2Y at a distorted geometry, computed with ωB97M-V with the def2-TZVPD basis set.

Frontier orbital gap ... 7.6 eV
Relative energy (zero: lowest compared OMol25 entry of this formula, charge and spin) ... 0.4891 eV
F_max ... 1.886 eV/Å
HOMO energy ... -7.57 eV
Molar mass ... 835.86 g/mol

Each line ends with the Mulliken charge.
Element x y z (Å)
H (-0.79, -3.27, 0.66)  0.52
C (2.17, 5.97, -0.52)  -0.88
C (0.56, 1.03, 4.97)  -1.06
H (0.57, 4.15, 3.40)  0.33
H (0.45, 3.13, 0.10)  0.09
H (6.36, -0.70, -3.04)  0.43
N (0.81, 1.08, -1.99)  -0.12
C (5.57, 0.75, -4.42)  -0.61
H (-2.42, 1.01, 4.11)  0.55
C (-1.06, -0.76, -3.20)  -1.09
H (-1.40, 3.17, -1.20)  0.58
C (2.27, 3.23, -1.04)  0.54
F (-5.33, -1.13, -0.54)  -0.37
C (-1.76, -1.37, 0.28)  0.56
H (-4.94, -3.63, -0.23)  0.51
C (-3.41, 3.38, -0.46)  -1.24
H (1.55, 1.41, 5.21)  0.29
C (3.40, 2.33, 2.02)  0.76
H (-1.38, -1.22, -4.13)  0.53
C (2.76, -0.37, 2.73)  0.39
N (-2.14, 1.36, -0.57)  0.82
H (0.64, -0.06, 4.91)  0.30
C (2.46, 0.29, 0.01)  -1.95
C (-0.43, 1.93, -4.57)  -1.07
H (4.10, 3.67, -2.08)  0.50
H (3.55, -3.28, 5.17)  0.39
C (-2.84, -3.55, 0.28)  0.13
C (3.58, 1.89, -3.72)  -0.13
H (4.03, 0.80, 4.00)  0.40
Si (-0.15, 1.73, 3.36)  -0.42
H (2.14, 7.04, -0.33)  0.41
H (3.98, 6.08, -1.66)  0.44
H (2.78, 2.60, -3.91)  0.60
H (3.85, 4.79, 4.31)  0.45
C (3.26, 4.07, -1.52)  -0.69
H (-1.93, -0.31, -2.73)  0.12
H (0.33, 2.67, -4.84)  0.30
H (-1.05, 3.96, 2.73)  0.26
H (-2.48, 1.60, 2.45)  0.06
H (2.32, 2.91, 3.78)  0.39
C (4.58, 0.24, -2.28)  -0.58
C (-0.37, 3.61, 3.51)  -1.03
H (6.35, 0.57, -5.16)  0.39
C (3.33, -2.47, 4.48)  -0.61
C (5.12, 4.42, 2.63)  -0.71
H (6.22, 3.82, 0.89)  0.45
C (1.18, 5.14, -0.03)  -0.87
C (-4.36, 1.32, 0.30)  -0.82
P (2.25, 1.40, -1.31)  3.06
H (-0.69, -1.57, -2.55)  0.28
F (-2.75, -4.88, 0.43)  -0.35
H (1.61, -1.82, 1.65)  0.33
H (4.52, -1.04, 5.55)  0.42
H (-5.17, 0.77, 0.76)  0.55
H (4.70, 1.91, 0.39)  0.38
H (0.38, 5.54, 0.58)  0.51
C (-4.07, -3.01, -0.06)  -0.84
H (-5.37, 3.21, 0.41)  0.41
H (-0.81, 3.86, 4.48)  0.47
H (-0.10, 1.27, 5.80)  0.50
N (0.70, 1.32, 1.92)  0.85
H (2.32, -0.92, -4.04)  0.30
C (-3.19, 0.67, -0.10)  -0.02
H (1.03, -1.15, -5.22)  0.52
H (4.56, -0.31, -1.35)  0.45
Si (0.31, 0.52, -3.54)  0.05
C (-1.89, 1.01, 3.15)  -0.85
C (-4.14, -1.64, -0.18)  0.45
H (5.78, 5.25, 2.85)  0.38
P (2.27, 0.96, 1.58)  1.99
C (5.58, 0.03, -3.23)  -0.69
C (-4.47, 2.69, 0.11)  -0.64
H (4.57, 2.23, -5.59)  0.42
C (2.23, -1.64, 2.52)  -0.41
H (-0.85, 1.54, -5.50)  0.38
H (2.09, -3.67, 3.20)  0.43
C (3.87, -1.22, 4.70)  -0.78
C (-3.04, -0.81, 0.01)  0.27
C (4.51, 2.57, 1.23)  -0.43
H (-1.23, 2.44, -4.03)  0.27
H (-1.87, -0.02, 2.79)  0.12
C (3.21, 5.44, -1.27)  -0.84
Y (0.00, 0.12, -0.02)  -1.16
H (2.07, 0.27, -5.32)  0.31
C (3.58, 1.17, -2.53)  0.08
C (-1.72, -2.76, 0.42)  -0.30
C (1.56, -0.40, -4.63)  -1.14
C (2.51, -2.69, 3.38)  -0.77
C (5.37, 3.62, 1.53)  -0.55
C (3.17, 3.12, 3.15)  -0.59
C (1.22, 3.78, -0.30)  -0.02
C (3.60, -0.17, 3.83)  -0.17
C (4.03, 4.17, 3.44)  -1.03
C (-2.26, 2.68, -0.77)  -0.33
C (4.57, 1.68, -4.66)  -0.96
H (-3.47, 4.44, -0.65)  0.48